# 1
ORCA calculation (the ωB97M-V functional and the def2-TZVPD basis) on 7 unconnected molecules or ions with the total composition C24H64N2O12.

The geometry in XYZ format:
```
102
Properties=species:S:1:pos:R:3:lowdin_charge:R:1
H 2.922 -2.684 -3.445 0.117
C 4.070 -0.941 -3.753 -0.245
H -2.192 0.253 0.299 0.096
C -8.190 -4.544 0.059 -0.232
H -5.296 1.127 -0.654 0.085
H 1.491 -2.784 0.079 0.128
H -5.479 -4.146 -0.275 0.127
H -3.790 2.775 -0.075 0.122
H -10.074 -3.785 0.782 0.123
H -1.411 -1.792 0.015 0.066
O 3.574 -0.880 -5.093 -0.066
H 0.850 -2.806 3.281 0.115
H 2.885 5.789 -3.955 0.127
H 0.847 -4.089 2.044 0.106
H -5.849 -1.387 0.993 0.121
H -3.786 -2.626 3.614 0.088
H 3.470 -0.240 -3.166 0.104
H 5.105 -0.594 -3.755 0.121
H 5.158 2.157 0.484 0.084
H 4.455 5.114 -3.540 0.117
H -10.907 -6.053 2.725 0.087
N 3.766 6.743 -2.313 -0.052
H 2.153 1.862 -2.039 0.072
O 4.378 3.851 2.447 -0.043
H 4.705 7.442 -0.575 0.122
C -4.204 -2.038 2.793 -0.128
H 2.954 -4.632 2.973 0.080
H 3.922 -2.287 -2.082 0.116
H 2.326 -0.487 0.085 0.063
H 1.126 -0.531 1.430 0.076
H 3.914 4.396 1.802 0.077
H 0.842 -4.439 5.065 0.121
C -3.725 1.758 0.331 -0.231
H 3.379 4.019 -1.567 0.097
H 4.296 7.399 -2.879 0.106
O 6.586 6.870 -2.389 -0.199
H -4.276 1.813 1.278 0.117
H -10.018 -5.568 0.388 0.123
C 0.442 -4.699 4.079 -0.244
C 0.779 -1.994 -0.194 -0.487
C -0.560 -2.384 0.385 -0.069
C 7.742 6.333 -2.957 -0.134
H 2.047 5.095 -1.717 0.135
H -7.752 -5.548 -0.093 0.123
O -4.821 -2.941 1.931 -0.175
H -1.815 1.773 -1.345 0.086
H -1.907 1.603 1.453 0.123
H 0.840 3.000 -1.738 0.083
N -7.308 -3.626 0.713 -0.063
C 3.543 5.553 -3.114 -0.207
H 0.898 -1.133 -1.994 0.080
H -4.877 -1.291 3.230 0.091
O 2.554 -3.808 3.266 -0.057
H 6.621 6.011 -0.528 0.128
H -0.618 -4.440 4.067 0.119
H 5.261 -3.753 -3.037 0.081
C 1.151 -3.832 3.058 -0.261
H 0.795 0.185 -0.124 0.075
C 3.918 -2.319 -3.177 -0.253
H 3.977 -1.609 -5.577 0.081
O 2.075 3.655 -3.187 -0.166
H 4.111 5.824 -0.456 0.101
O 0.731 -1.996 -1.606 -0.035
H 2.299 1.310 2.986 0.072
C 2.760 4.511 -2.333 -0.262
C 5.996 5.984 -1.426 -0.212
O -9.171 -5.035 2.175 -0.195
H 8.493 6.069 -2.195 0.089
H 7.545 5.440 -3.566 0.089
H 1.759 2.539 1.838 0.075
H -4.435 -1.919 0.184 0.113
H 4.506 1.846 2.892 0.137
H -0.692 -2.219 1.458 0.065
H 8.228 7.066 -3.603 0.087
C 4.132 2.038 0.835 -0.057
C 2.455 2.342 2.659 -0.057
H -7.069 -3.946 1.643 0.112
H 0.806 2.090 -3.236 0.092
C -10.302 -5.174 2.985 -0.128
H -3.354 -1.503 2.340 0.076
O -4.376 0.857 -0.582 -0.080
C 1.284 -0.674 0.364 -0.043
H -9.966 -5.338 4.011 0.087
C 3.919 2.517 2.263 -0.486
C -9.493 -4.712 0.832 -0.224
H 5.985 4.987 -1.877 0.113
H -10.934 -4.278 2.975 0.088
H -8.452 -4.179 -0.939 0.121
H 1.541 -6.276 3.725 0.074
C 4.610 6.516 -1.145 -0.210
H 2.168 2.984 3.491 0.079
O -1.439 1.973 -0.481 -0.086
O 0.611 -6.096 3.884 -0.054
H -6.445 -2.763 -0.938 0.124
C 1.478 2.571 -2.530 -0.112
C -6.120 -3.285 -0.033 -0.212
C -2.293 1.327 0.474 -0.231
H -0.853 -3.415 0.176 0.087
O 4.956 -3.142 -3.710 -0.061
H 3.806 0.998 0.789 0.062
C -5.290 -2.307 0.762 -0.247
H 3.541 2.603 0.103 0.054
```

Its HOMO energy is -8.65 eV. The spin multiplicity is 1. Its structure (SMILES) is COCCNCCOC.COCCNCCOC.CC(C)O.CC(C)O.OCCO.OCCO.OCCO. Its HOMO-LUMO gap is 9.0 eV.

***

# 2
ORCA calculation (the ωB97M-V functional and the def2-TZVPD basis) on a molecular structure, C26H26CoN7OS5.

The geometry in XYZ format:
```
66
Properties=species:S:1:pos:R:3:lowdin_spin:R:1
C 2.268 -2.940 1.600 0.012
C -1.097 -0.726 2.617 -0.022
H -5.364 1.761 0.567 0.001
C 0.070 -3.763 -3.151 0.000
H 1.237 4.531 -3.514 0.000
H -1.845 -6.286 -1.981 0.000
H -5.097 1.343 2.202 0.000
H 1.490 -0.201 -3.812 0.000
C 0.203 -1.264 2.344 0.248
H 0.731 -1.924 4.344 0.007
H 2.083 -1.825 -3.495 0.000
H -2.279 7.245 -1.892 0.000
S 2.267 -0.302 5.718 0.007
H -2.675 -4.450 -0.541 0.000
N 0.473 -1.451 0.995 -0.019
C -0.760 4.320 -2.739 0.000
H -3.976 3.318 -2.323 0.000
C -1.361 -2.954 -1.339 0.001
H 0.835 -3.582 -3.895 0.000
S -0.267 1.720 0.274 0.001
S 1.311 1.046 3.215 0.198
C 1.491 -2.165 0.641 0.192
H -1.758 2.420 -2.887 0.000
H 3.921 1.380 5.355 0.001
C -3.723 0.630 0.905 0.028
N -4.970 1.122 1.231 0.017
C 3.960 0.326 5.622 0.002
H 2.948 -3.697 1.224 -0.002
C -0.425 -5.036 -3.039 0.000
H 1.661 -2.273 -0.425 0.011
H 4.599 -1.541 4.833 0.000
H 4.481 0.188 6.576 0.000
S 1.524 3.247 -1.581 0.000
H 2.613 -3.395 3.621 0.005
O -1.811 -2.098 -0.504 0.002
C 2.156 -0.411 3.829 0.039
S -3.251 0.632 -0.751 0.014
H 5.512 -0.182 4.152 0.000
H 3.713 0.351 2.794 0.001
N -1.841 -0.355 1.624 0.098
H -1.471 -0.605 3.622 -0.003
C 4.525 -0.509 4.485 0.001
N 0.663 0.827 -2.088 0.001
H 0.553 2.904 -3.722 0.000
N 3.564 -0.451 3.381 0.010
C 0.605 3.768 -3.065 0.000
C 0.594 1.765 -1.197 0.001
H -0.047 6.324 -2.434 0.000
C -1.872 3.485 -2.694 0.000
C 1.244 -1.636 3.431 0.035
C -2.172 6.189 -2.126 0.000
H -0.046 -5.832 -3.672 0.000
C -3.129 3.996 -2.374 0.000
C -1.436 -5.286 -2.084 0.000
N -3.054 0.177 1.953 0.015
C -3.284 5.350 -2.102 0.000
C -1.897 -4.280 -1.281 0.001
C 0.227 -1.365 -2.540 0.000
C -0.367 -2.687 -2.332 0.001
Co -1.050 -0.386 -0.110 0.009
H -4.265 5.752 -1.867 0.000
C 2.092 -2.765 2.902 0.088
H 0.734 -1.587 -4.608 0.000
C -0.919 5.673 -2.437 0.000
N -0.029 -0.355 -1.764 -0.001
C 1.192 -1.226 -3.689 0.000
```

The expectation value of S² is 0.79. Its charge is -1. Its HOMO energy (alpha / beta) is -3.93 / -3.71 eV. The spin multiplicity is 2. The relative energy (zero: lowest compared OMol25 entry of this formula, charge and spin) is 0.0 kcal per mole. Its HOMO-LUMO gap (alpha / beta) is 6.2 / 5.1 eV.

***

# 3
ORCA calculation (the ωB97M-V functional and the def2-TZVPD basis) on a molecular structure, C20H47GdNO2P3.

The geometry in XYZ format:
```
74
Properties=species:S:1:pos:R:3:lowdin_spin:R:1
C -0.306 1.585 -3.079 0.008
C 1.849 -2.524 0.371 0.537
H -1.501 -0.217 -5.255 0.000
H -0.755 -1.007 4.542 0.000
C -3.466 -0.561 2.287 0.000
H -4.884 -1.882 -0.216 0.000
H 0.749 -0.716 -5.849 0.000
H 0.315 2.621 4.795 0.000
C 3.181 2.492 3.836 0.001
C -1.504 -1.214 -4.798 0.000
H -1.889 -3.216 2.179 0.000
O -1.334 -0.867 0.485 0.001
C 2.152 -1.975 -3.769 0.011
H 1.502 3.528 1.608 0.000
H -0.229 4.282 0.303 0.000
H -2.094 -3.100 -2.865 0.000
H 1.442 -2.660 -4.259 0.000
P 0.261 -0.168 -2.787 0.024
C -1.117 -2.619 -2.737 0.008
H 2.555 -1.292 -0.087 0.344
H -3.585 -1.718 -1.366 0.000
H 2.460 0.122 -3.452 0.001
H 1.014 -1.062 4.361 0.000
H -0.952 1.039 3.247 0.000
P -2.738 -1.392 0.887 0.001
H 3.267 -0.786 2.582 0.011
H 2.828 3.471 3.492 0.000
C 0.045 0.763 3.639 0.001
H -1.741 2.433 -1.600 0.000
H -0.897 -2.642 -1.658 0.007
H 1.164 1.205 5.457 0.000
H -1.339 3.051 0.601 0.000
H -4.354 -1.055 2.713 0.000
P 1.165 1.251 2.229 0.024
H 2.309 -2.289 -2.727 0.011
Gd 0.642 -0.222 -0.050 5.573
C 2.900 1.382 2.827 0.006
H -2.772 -0.449 3.124 0.000
C -2.567 -3.118 1.343 0.000
H -0.602 1.327 5.596 0.000
H -0.065 -1.336 2.957 0.007
H 3.127 -2.057 -4.273 0.000
H -4.330 -0.313 -0.605 0.000
C 1.518 -0.107 -5.359 0.001
H 2.987 -0.246 4.277 0.000
H 1.206 0.937 -5.466 0.000
H -2.510 -1.644 -4.938 0.000
C -3.955 -1.324 -0.416 0.000
H -1.114 1.518 -3.835 0.001
H 0.577 2.066 -3.553 0.000
N 0.222 2.508 -0.744 -0.003
C -0.710 2.519 -1.936 0.002
H 4.519 0.122 3.431 0.000
H 0.836 3.299 -1.071 0.000
O 2.512 -3.495 0.521 0.381
H -0.792 -1.845 -5.342 0.000
C 3.430 0.028 3.308 0.011
H -3.851 0.436 2.047 0.000
C -1.208 -1.198 -3.302 0.001
H 2.671 2.289 4.785 0.000
H 3.421 1.634 1.890 0.001
H 0.054 3.349 2.645 0.001
H -0.711 3.537 -2.347 0.000
C 0.566 2.948 1.752 0.008
C -0.268 3.205 0.497 0.002
C 0.257 1.536 4.937 0.000
H -2.193 -3.689 0.506 0.000
C 1.685 -0.522 -3.901 0.006
H -3.486 -3.601 1.646 0.000
C 0.079 -0.750 3.877 0.008
H 2.491 -0.249 -5.857 0.000
H -0.366 -3.218 -3.270 0.000
H 4.270 2.532 3.988 0.000
H -2.044 -0.672 -2.804 0.000
```

The expectation value of S² is 16.10. Its charge is +2. Its HOMO energy (alpha / beta) is -11.69 / -14.29 eV. The spin multiplicity is 8. Its HOMO-LUMO gap (alpha / beta) is 6.1 / 6.7 eV.

***

# 4
ORCA calculation (the ωB97M-V functional and the def2-TZVPD basis) on a single C5H8O3 molecule.

The geometry in XYZ format:
```
16
Properties=species:S:1:pos:R:3:lowdin_charge:R:1
H 0.269 0.029 -1.462 0.240
H -1.978 -0.963 -1.400 0.160
C -1.506 0.775 -0.079 -0.183
C 1.869 -0.148 0.290 -0.269
H -1.692 0.878 1.066 0.131
H -2.375 1.109 -0.636 0.112
H -2.433 -0.873 0.747 0.190
O 3.047 0.137 -0.402 -0.040
C 0.629 -0.431 -0.332 -0.222
C 0.643 0.854 0.539 -0.144
H 0.311 0.789 1.571 0.137
O -0.382 -1.397 0.111 -0.133
C -1.653 -0.746 -0.250 -0.184
H 2.066 -0.682 1.186 0.147
H 3.406 -0.887 -0.589 0.201
O -0.222 1.556 -0.360 -0.143
```

Its HOMO energy is -8.52 eV. The spin multiplicity is 1. The relative energy (zero: lowest compared OMol25 entry of this formula, charge and spin) is 176.8 kcal per mole. Its structure (SMILES) is OC1[C@H]2OCCO[C@H]12. Its HOMO-LUMO gap is 9.2 eV.

***

# 5
ORCA calculation (the ωB97M-V functional and the def2-TZVPD basis) on a molecular structure, CH2INO.

The geometry in XYZ format:
```
6
Properties=species:S:1:pos:R:3:lowdin_charge:R:1
O 0.997 -2.258 -0.008 -0.011
C -0.453 -0.170 -0.012 -0.640
H -0.014 0.215 -0.916 -0.001
N -0.143 -2.010 -0.020 -0.043
I -2.560 -0.052 -0.014 0.696
H -0.026 0.190 0.910 -0.001
```

Its HOMO energy is -8.89 eV. The spin multiplicity is 1. The relative energy (zero: lowest compared OMol25 entry of this formula, charge and spin) is 88.6 kcal per mole. Its HOMO-LUMO gap is 8.6 eV.

***

These records have electronic energy values of -53470.979; -131666.422; -75771.233; -11449.854; -12704.247 eV, in the order they appear.